{
  "formula": "C44H60F18O22",
  "method": "wB97M-V/def2-TZVPD",
  "smiles": "CCOC(=O)C(F)(F)F.CCOC(=O)C(F)(F)F.CCOC(=O)C(F)(F)F.CCOC(=O)C(F)(F)F.CCOC(=O)C(F)(F)F.CCOC(=O)C(F)(F)F.O=C1CCCO1.O=C1CCCO1.O=C1CCCO1.O=C1CCCO1.O=C1CCCO1",
  "lumo_ha": 0.0135,
  "homo_ev": -10.262,
  "species": ["C", "C", "O", "C", "O", "C", "F", "F", "F", "H", "H", "H", "H", "H", "C", "C", "O", "C", "O", "C", "F", "F", "F", "H", "H", "H", "H", "H", "C", "C", "O", "C", "O", "C", "F", "F", "F", "H", "H", "H", "H", "H", "C", "C", "O", "C", "O", "C", "F", "F", "F", "H", "H", "H", "H", "H", "C", "C", "O", "C", "O", "C", "F", "F", "F", "H", "H", "H", "H", "H", "C", "C", "O", "C", "O", "C", "F", "F", "F", "H", "H", "H", "H", "H", "O", "C", "O", "C", "C", "C", "H", "H", "H", "H", "H", "H", "O", "C", "O", "C", "C", "C", "H", "H", "H", "H", "H", "H", "O", "C", "O", "C", "C", "C", "H", "H", "H", "H", "H", "H", "O", "C", "O", "C", "C", "C", "H", "H", "H", "H", "H", "H", "O", "C", "O", "C", "C", "C", "H", "H", "H", "H", "H", "H"],
  "positions_angstrom": [[-5.8533, 3.7217, 3.4829], [-4.6652, 2.8098, 2.9700], [-3.6448, 2.7556, 4.0128], [-2.5849, 1.9823, 3.7200], [-2.4356, 1.2270, 2.7716], [-1.4292, 2.0977, 4.8994], [-0.2985, 2.5282, 4.3027], [-1.7550, 2.9837, 5.8548], [-1.0143, 0.9216, 5.4917], [-5.4493, 4.7515, 3.7072], [-6.1532, 3.3857, 4.4746], [-6.7235, 3.5542, 2.8135], [-4.1464, 3.1644, 2.0129], [-4.7957, 1.7472, 2.8277], [0.7392, -2.5530, -2.8707], [0.5399, -2.6089, -1.3537], [1.6099, -1.8676, -0.7177], [1.5571, -0.5357, -0.8563], [0.6598, 0.0369, -1.4155], [2.6441, 0.2433, -0.0474], [2.6223, 1.4971, -0.4697], [2.3495, 0.1416, 1.3027], [3.8450, -0.3316, -0.2932], [0.5484, -1.5446, -3.1973], [-0.0138, -3.1607, -3.3828], [1.7629, -2.8761, -3.1689], [0.5635, -3.6140, -0.9090], [-0.4119, -2.1085, -1.1127], [6.8628, 7.3055, 0.4839], [5.5074, 7.1657, -0.1876], [4.6726, 6.3943, 0.7143], [3.4462, 6.1630, 0.3092], [2.8687, 6.7471, -0.5765], [2.6942, 5.1925, 1.2500], [2.8215, 5.5845, 2.5240], [1.3759, 5.0967, 0.9786], [3.2081, 3.9668, 1.0990], [7.5268, 8.0436, -0.0198], [7.3592, 6.3522, 0.6412], [6.5064, 7.7594, 1.4511], [5.5845, 6.6118, -1.1211], [5.0242, 8.1593, -0.3065], [-5.0201, 2.1397, -1.5647], [-3.6755, 1.7205, -1.1782], [-2.9498, 2.6585, -0.3565], [-2.2534, 3.5405, -1.0296], [-2.0144, 3.5584, -2.1938], [-1.8150, 4.7410, -0.1550], [-2.9071, 5.4620, -0.0367], [-1.3672, 4.3660, 1.0095], [-0.8931, 5.5287, -0.7439], [-5.0218, 2.8731, -2.3548], [-5.5539, 2.4810, -0.6484], [-5.5092, 1.1789, -1.8442], [-3.0478, 1.5378, -2.0396], [-3.7701, 0.7109, -0.7491], [-6.3019, -4.0101, -2.9925], [-6.3308, -2.8652, -3.9036], [-4.9735, -2.4796, -4.1691], [-4.4240, -1.5298, -3.4971], [-5.0127, -0.7446, -2.7791], [-2.9309, -1.3772, -3.9482], [-2.9490, -0.2774, -4.6116], [-2.1139, -1.2920, -2.9408], [-2.4593, -2.4064, -4.6505], [-5.7681, -3.7081, -2.0324], [-5.9281, -4.7652, -3.5919], [-7.2994, -4.2563, -2.6809], [-6.8118, -1.9933, -3.4950], [-6.8538, -3.1397, -4.8316], [4.4834, -5.0189, -0.4499], [3.0561, -5.0238, -0.0695], [2.8668, -5.6069, 1.2936], [1.6849, -5.6746, 1.8110], [0.5704, -5.3729, 1.3249], [1.7237, -6.1038, 3.2725], [3.0069, -6.2595, 3.6966], [1.1377, -5.1885, 4.0670], [1.0604, -7.2373, 3.4665], [4.5985, -4.5526, -1.3995], [4.7547, -6.0642, -0.4942], [4.9882, -4.4965, 0.3202], [2.4957, -5.6431, -0.7210], [2.6307, -4.0579, 0.0626], [3.6125, 1.6694, -3.2718], [2.5281, 2.0489, -3.5457], [1.6390, 1.2045, -4.2026], [0.4084, 1.8845, -4.4017], [0.9123, 3.3837, -4.5736], [1.9587, 3.4218, -3.4957], [-0.2342, 1.8859, -3.4836], [-0.1462, 1.5938, -5.3650], [0.1728, 4.2341, -4.5632], [1.3461, 3.4862, -5.5342], [1.5668, 3.6220, -2.4811], [2.7178, 4.1822, -3.6436], [-5.9657, 0.3759, 4.2011], [-5.2010, -0.4309, 3.6983], [-4.1455, -0.8221, 4.3974], [-3.3966, -1.7925, 3.7314], [-4.2388, -2.2660, 2.5590], [-5.1524, -1.0369, 2.2894], [-3.1511, -2.6457, 4.3921], [-2.5090, -1.3551, 3.3612], [-4.8870, -3.1375, 2.8699], [-3.7145, -2.5468, 1.6941], [-6.1685, -1.3530, 2.0109], [-4.7155, -0.2922, 1.6800], [4.2194, -3.0612, 2.1867], [3.2782, -2.4783, 2.7112], [2.0189, -2.7786, 2.4801], [1.1299, -1.8902, 3.2140], [1.9943, -1.2234, 4.2798], [3.3839, -1.2945, 3.6023], [0.3406, -2.5044, 3.6499], [0.6756, -1.0753, 2.6331], [1.9102, -1.7630, 5.2504], [1.6884, -0.2005, 4.5588], [4.2125, -1.4353, 4.3242], [3.5852, -0.3395, 3.0388], [6.6070, 4.7612, -2.7794], [6.5755, 3.8305, -2.0532], [6.1013, 4.0295, -0.7216], [5.9008, 2.7063, -0.1224], [7.0211, 1.8881, -0.7470], [7.0127, 2.4322, -2.1642], [4.9512, 2.3931, -0.5684], [5.8363, 2.7725, 0.9543], [6.7626, 0.7958, -0.7361], [7.9627, 2.0901, -0.2974], [6.4203, 1.8641, -2.9362], [7.9677, 2.3692, -2.6569], [-3.4671, -3.4949, -1.7811], [-2.9540, -4.4620, -1.2372], [-3.0956, -4.7307, 0.0421], [-2.6672, -6.0293, 0.3546], [-1.5941, -6.2917, -0.6582], [-2.0102, -5.4910, -1.8794], [-3.5094, -6.6859, 0.3247], [-2.3415, -5.9065, 1.3322], [-1.6431, -7.3806, -0.9043], [-0.6428, -5.9987, -0.3109], [-2.3823, -6.0490, -2.7129], [-1.1135, -4.9256, -2.2537]],
  "forces_ev_per_a": [[1.6, -1.0, 0.1], [0.6, 0.8, -0.7], [1.9, -0.1, -0.1], [0.0, -1.0, 0.6], [-0.2, 1.5, 1.6], [0.5, -0.1, -0.5], [-0.5, 0.3, -0.2], [0.0, -0.9, -0.6], [-1.5, 1.0, -0.6], [-0.8, -0.8, -1.1], [0.0, -0.4, -0.1], [0.7, 0.8, 0.3], [-0.8, 0.0, 1.3], [-1.3, 0.2, -0.4], [0.2, -0.7, 0.2], [-0.4, 0.4, -0.6], [0.8, 0.7, 0.4], [-1.6, -0.5, 0.4], [0.7, 0.3, 0.2], [-0.5, -1.6, -0.7], [0.4, -0.3, 0.9], [0.6, 0.6, -1.8], [-0.5, 0.8, 0.7], [0.2, 0.4, -0.2], [0.2, -0.1, 0.1], [-0.7, 0.2, 0.2], [0.1, 0.4, -0.1], [0.3, -0.3, 0.1], [-1.1, 1.3, 1.0], [0.3, 0.4, -0.5], [0.3, -0.8, 0.2], [-1.1, 1.6, -0.3], [0.4, -0.8, 0.2], [-0.4, -0.1, -0.2], [0.0, -0.2, -0.1], [0.9, 0.3, 0.0], [0.1, -0.3, 0.3], [-0.6, -0.6, 0.2], [0.0, 0.0, 0.0], [1.2, -0.5, -0.4], [-0.3, 0.2, -0.1], [0.3, -0.7, -0.2], [-1.7, -0.4, 0.9], [1.4, -1.8, -0.6], [-0.5, -0.3, 0.7], [0.8, 0.7, 0.1], [0.1, -0.2, -1.1], [0.5, -0.3, -1.5], [-1.2, 1.0, 0.7], [0.3, -0.2, 1.3], [-0.3, -0.7, 0.1], [-0.3, 0.3, -0.2], [0.2, 0.1, -0.7], [0.1, 1.1, -0.3], [0.1, 0.0, -0.4], [0.5, 0.7, 0.9], [-0.3, 1.5, 2.7], [-0.8, 1.5, -0.4], [-0.1, -1.6, -1.5], [-0.6, 1.0, 0.7], [1.2, -0.7, -0.3], [-1.6, -2.0, 1.5], [0.8, 2.1, -1.9], [0.9, 0.9, 1.7], [-0.4, 0.0, -1.0], [-0.2, -0.9, -1.5], [1.3, -2.1, -0.3], [-0.7, -0.2, 0.0], [-0.4, 0.3, 0.2], [0.7, 0.3, 0.0], [-0.6, -1.0, 0.8], [-1.0, -0.1, 1.3], [0.6, -0.3, -0.6], [-3.0, 1.5, -1.3], [3.1, -0.8, 0.9], [1.0, 0.1, 1.1], [-1.0, 0.0, -0.1], [0.3, 0.0, -0.4], [0.1, -0.4, -0.2], [0.1, 0.4, -0.7], [0.7, -0.2, -0.1], [1.0, 0.5, 0.5], [-0.9, -0.4, -0.7], [-0.3, 0.9, -0.4], [1.2, -0.5, 0.8], [-0.9, -0.4, -1.6], [0.1, 0.0, 0.6], [-1.1, 2.5, -1.0], [-1.9, 0.0, 0.6], [-0.1, 0.9, 0.8], [0.4, -0.6, -0.9], [1.0, -0.2, 1.7], [0.3, -1.2, 0.5], [0.8, -0.2, -1.0], [-0.2, -0.2, -0.4], [0.3, -0.1, -0.1], [0.5, -1.2, -1.1], [-1.4, 1.6, 0.4], [0.2, 0.0, 1.2], [0.2, -1.9, -0.5], [-2.1, 0.0, 0.8], [-0.9, -1.7, 2.2], [-0.1, 0.7, 0.0], [1.2, 0.6, -0.2], [0.6, 0.9, -0.3], [1.0, -0.5, -1.0], [0.4, 0.5, -0.3], [0.4, 0.7, -1.0], [-1.5, 0.5, 0.6], [2.7, 0.0, -1.2], [-1.5, 0.0, -0.2], [-0.5, 0.4, 0.8], [0.3, 0.0, 0.9], [0.3, 1.3, 1.6], [0.1, 0.0, -0.2], [0.2, -0.7, -0.6], [0.5, 0.0, -0.7], [0.0, -0.3, -0.6], [-0.4, 0.1, -0.5], [-0.1, -1.3, 0.4], [0.1, 0.4, -1.0], [-0.8, 0.8, 2.7], [0.3, -0.5, -0.8], [-0.2, 0.6, -1.6], [-1.6, -1.4, -0.5], [0.1, -1.6, -1.6], [0.0, -0.4, 0.6], [0.2, 0.2, 0.1], [0.5, 0.9, 0.2], [0.8, 0.0, 0.6], [-0.2, 0.6, 1.1], [0.7, 0.4, 0.1], [0.7, -1.1, 0.9], [-0.2, 1.2, -2.4], [-1.4, 1.6, 0.2], [0.3, 0.4, -0.6], [-0.9, -2.8, -1.2], [1.3, 1.6, 0.8], [-0.6, -0.6, -0.2], [0.9, -0.5, 1.9], [0.6, 0.7, 0.3], [0.9, 0.1, 0.4], [-0.7, -0.2, -0.3], [-1.0, -0.3, 0.1]],
  "mulliken_charge": [-1.402, 1.109, -0.257, 0.513, -0.306, 0.666, -0.212, -0.259, -0.247, 0.335, 0.353, 0.351, -0.139, -0.549, -1.071, 0.598, -0.031, -0.395, -0.386, 0.730, -0.119, -0.140, -0.237, 0.051, 0.359, 0.304, -0.137, 0.092, -1.144, -0.182, -0.189, 0.344, -0.581, 0.873, -0.283, -0.214, -0.194, 0.334, 0.257, 0.337, 0.250, 0.385, -1.163, 0.387, 0.054, 0.268, -0.592, 0.808, -0.281, -0.145, -0.293, 0.350, 0.237, 0.309, -0.025, 0.126, -0.723, -0.448, -0.272, 0.502, -0.575, 0.867, -0.220, -0.161, -0.307, -0.012, 0.305, 0.465, 0.320, 0.304, -1.664, 0.604, -0.260, 0.438, -0.515, 0.810, -0.258, -0.186, -0.262, 0.431, 0.423, 0.332, 0.590, -0.402, -0.557, 0.486, -0.366, 0.191, -0.820, -0.112, -0.161, 0.309, 0.290, 0.396, -0.011, 0.425, -0.635, 0.320, -0.328, -0.102, -0.233, 0.314, 0.342, 0.051, 0.244, 0.073, 0.422, -0.347, -0.623, 0.362, 0.009, -0.114, -0.707, -0.278, 0.400, -0.095, 0.355, 0.270, 0.470, -0.026, -0.579, 0.437, -0.386, 0.037, -0.517, -0.420, -0.241, 0.521, 0.218, 0.365, 0.079, 0.453, -0.447, 0.327, -0.256, -0.647, 0.340, 0.019, 0.297, 0.357, 0.370, -0.532, 0.479, -0.219]
}